Record 1
The following is a DFT calculation (ωB97M-V with the def2-TZVPD basis set) of one molecule with the formula C3H5N3O in a non-equilibrium geometry.

## Properties
Net charge: 0
HOMO level, eV: -7.7
Electronic energy, Eh: -356.69107
SMILES string: Nc1ccnn1O
Max |F|, hartree/bohr: 0.1329
Gap between HOMO and LUMO, hartree: 0.3068

Geometry (Å):
1 C -0.2975 -0.3984 -0.5680
2 C 0.3014 -1.5736 0.0493
3 C 1.0948 -1.1002 1.0240
4 H -1.3337 0.8518 -1.8044
5 H -1.5747 -0.8059 -1.9947
6 H 0.4629 -2.6858 -0.2937
7 H 1.6737 -1.4968 1.8216
8 H -0.4329 2.5374 0.6039
9 N -0.9942 -0.0949 -1.7046
10 N 0.7002 0.2563 1.3148
11 N -0.1554 0.5915 0.4051
12 O -0.2801 1.8453 -0.1840

***

Record 2
The following is a DFT calculation (ωB97M-V with the def2-TZVPD basis set) of one molecule with the formula C3H5N3O in a non-equilibrium geometry.

## Properties
Net charge: 0
HOMO level, eV: -8.5
Electronic energy, Eh: -356.61889
SMILES string: N/N=C1\C=NOC1
Max |F|, hartree/bohr: 0.0907
Gap between HOMO and LUMO, hartree: 0.3074

Geometry (Å):
1 C 0.2709 0.0691 0.0394
2 C 0.0728 1.5453 -0.1804
3 C -0.4780 -0.2836 -1.1465
4 H -0.4742 -2.4274 1.4712
5 H 1.0542 -1.8897 2.0520
6 H 0.0884 2.0781 0.7440
7 H 0.9919 1.9839 -0.7523
8 H -0.8637 -1.1757 -1.3949
9 N 0.5059 -1.8756 1.1824
10 N 0.8627 -0.5394 0.9842
11 N -0.9946 0.6796 -1.8412
12 O -1.0364 1.8352 -1.1580

***

Record 3
The following is a DFT calculation (ωB97M-V with the def2-TZVPD basis set) of one molecule with the formula C3H5N3O in a non-equilibrium geometry.

## Properties
Net charge: 0
HOMO level, eV: -8.8
Electronic energy, Eh: -356.68513
SMILES string: CC1=NN=CNO1
Max |F|, hartree/bohr: 0.0982
Gap between HOMO and LUMO, hartree: 0.3513

Geometry (Å):
1 C 2.0568 0.1580 -0.0141
2 C 0.5205 0.3364 0.0399
3 C -2.1145 0.1049 -0.1044
4 H 2.4431 -0.6603 -0.7690
5 H 2.5273 1.1200 -0.2403
6 H 2.3606 -0.2458 0.9819
7 H -3.2247 0.0658 -0.2698
8 H -1.5608 -1.8380 0.3066
9 N -0.1191 1.4211 0.1761
10 N -1.5540 1.3118 -0.1435
11 N -1.3166 -0.8659 0.3120
12 O -0.0186 -0.9081 -0.2754

***

Record 4
The following is a DFT calculation (ωB97M-V with the def2-TZVPD basis set) of one molecule with the formula C3H5N3O in a non-equilibrium geometry.

## Properties
Net charge: 0
HOMO level, eV: -9.4
Electronic energy, Eh: -356.81053
SMILES string: COc1ncn[nH]1
Max |F|, hartree/bohr: 0.0195
Gap between HOMO and LUMO, hartree: 0.3768

Geometry (Å):
1 C -2.0930 0.2210 0.0122
2 C 0.1871 -0.3060 -0.0240
3 C 1.9623 0.7608 0.0162
4 H -3.0304 -0.3177 0.0201
5 H -2.0306 0.8743 -0.8637
6 H -1.9605 0.8398 0.9272
7 H 2.6533 1.5844 -0.0150
8 H 1.1696 -2.1712 -0.0352
9 N 0.6061 0.9347 -0.0341
10 N 2.3954 -0.4802 0.0085
11 N 1.2051 -1.1605 0.0011
12 O -1.0644 -0.7795 -0.0132

***

Record 5
The following is a DFT calculation (ωB97M-V with the def2-TZVPD basis set) of one molecule with the formula C3H5N3O.

## Properties
Net charge: 0
HOMO level, eV: -7.4
Electronic energy, Eh: -356.84162
SMILES string: Nc1c[nH]c(=O)[nH]1
Max |F|, hartree/bohr: 0.0095
Gap between HOMO and LUMO, hartree: 0.3023

Geometry (Å):
1 N 2.0042 -0.1309 -0.0055
2 C 0.6425 0.0452 -0.1504
3 C -0.1198 1.1549 -0.0910
4 N -1.4696 0.7182 -0.0755
5 C -1.5097 -0.6414 0.1119
6 O -2.4238 -1.3333 0.5154
7 N -0.2130 -1.0569 -0.2088
8 H 2.4353 -0.9706 -0.3501
9 H 2.5705 0.7001 -0.0406
10 H 0.1551 2.1774 0.1067
11 H -2.2529 1.2795 0.2111
12 H 0.0622 -2.0067 -0.0170

***

Record 6
The following is a DFT calculation (ωB97M-V with the def2-TZVPD basis set) of one molecule with the formula C3H5N3O in a non-equilibrium geometry.

## Properties
Net charge: 0
HOMO level, eV: -8.2
Electronic energy, Eh: -356.62716
SMILES string: N/N=c1/cc[nH]o1
Max |F|, hartree/bohr: 0.1124
Gap between HOMO and LUMO, hartree: 0.3322

Geometry (Å):
1 C -0.2559 0.1675 -0.5621
2 C -1.4190 -0.0614 0.4656
3 C -1.1483 0.5061 1.5739
4 H 2.2617 -0.8639 -1.4622
5 H 1.2820 -1.5751 -2.6349
6 H -2.1970 -0.6849 0.1328
7 H -1.2988 0.5986 2.6803
8 H 0.6414 0.9553 2.0071
9 N 1.2978 -0.6787 -2.1031
10 N 0.0518 -0.6415 -1.4768
11 N 0.0034 1.2328 1.3566
12 O 0.7810 1.0453 0.0228

***

Record 7
The following is a DFT calculation (ωB97M-V with the def2-TZVPD basis set) of one molecule with the formula C3H5N3O.

## Properties
Net charge: 0
HOMO level, eV: -10.4
Electronic energy, Eh: -356.75907
SMILES string: OCC1=NCN=N1
Max |F|, hartree/bohr: 0.0183
Gap between HOMO and LUMO, hartree: 0.3733

Geometry (Å):
1 O 0.8438 -0.1980 -2.3423
2 C 0.7054 0.7548 -1.3213
3 C 0.1813 0.1593 -0.0479
4 N -0.3807 -1.1590 -0.0984
5 N -0.7332 -1.4669 1.0627
6 C -0.5889 -0.2652 1.8759
7 N 0.1077 0.7091 1.1048
8 H 0.1271 -0.8416 -2.2478
9 H 0.0363 1.5808 -1.6108
10 H 1.6901 1.1893 -1.1259
11 H -1.6793 -0.1035 1.8239
12 H -0.3097 -0.3591 2.9272

***

Record 8
The following is a DFT calculation (ωB97M-V with the def2-TZVPD basis set) of one molecule with the formula C3H5N3O.

## Properties
Net charge: 0
HOMO level, eV: -10.1
Electronic energy, Eh: -356.81076
SMILES string: OCc1nc[nH]n1
Max |F|, hartree/bohr: 0.0089
Gap between HOMO and LUMO, hartree: 0.4038

Geometry (Å):
1 O 2.4231 -0.8851 0.1919
2 C 1.4373 -0.3549 -0.6668
3 C 0.1127 -0.0358 -0.0364
4 N -0.9860 -0.7501 -0.2220
5 N -1.9384 0.0549 0.2881
6 C -1.3888 1.1961 0.7447
7 N -0.0889 1.1638 0.5797
8 H 2.2267 -1.8184 0.3219
9 H 1.2381 -0.9927 -1.5393
10 H 1.8373 0.6038 -1.0105
11 H -2.9099 -0.2081 0.2196
12 H -1.9632 2.0263 1.1291

***

Record 9
The following is a DFT calculation (ωB97M-V with the def2-TZVPD basis set) of one molecule with the formula C3H5N3O in a non-equilibrium geometry.

## Properties
Net charge: 0
HOMO level, eV: -8.1
Electronic energy, Eh: -356.72069
SMILES string: Nc1ncoc1N
Max |F|, hartree/bohr: 0.1675
Gap between HOMO and LUMO, hartree: 0.3186

Geometry (Å):
1 C -0.6258 -0.1777 0.0083
2 C 0.1890 1.7895 0.0616
3 C 0.7645 -0.2291 0.1802
4 H -2.3795 -0.4140 -0.6412
5 H -2.2017 -0.6306 0.9497
6 H 0.3721 2.8260 0.2009
7 H 2.5888 -0.8205 -0.4232
8 H 1.2323 -2.1350 -0.5750
9 N -1.7773 -1.0783 0.1074
10 N -0.9520 1.1447 -0.0910
11 N 1.6523 -1.2957 0.1236
12 O 1.1373 1.0207 0.0986

***

Record 10
The following is a DFT calculation (ωB97M-V with the def2-TZVPD basis set) of an isolated ion of composition C3H5N3O and charge +2 in a non-equilibrium geometry.

## Properties
Net charge: +2
HOMO level, eV: -20.7
Electronic energy, Eh: -355.90549
SMILES string: CC(=[N+]=O)NC#[NH+]
Max |F|, hartree/bohr: 0.0798
Gap between HOMO and LUMO, hartree: 0.3167

Geometry (Å):
1 C 2.1835 0.6423 -0.0514
2 C 0.1203 -0.5649 0.1118
3 C -1.3370 -0.7684 -0.0699
4 N 3.3340 0.5573 -0.0847
5 N 0.8660 0.6711 0.1407
6 N 0.7260 -1.6532 0.0033
7 O 1.0880 -2.7066 0.0051
8 H 4.2881 0.3904 0.0456
9 H -1.5987 -1.7752 0.3401
10 H -1.6266 -0.7813 -1.1433
11 H -1.7779 -0.1359 0.7328
12 H 0.4955 1.6591 0.3434